1.
2 unconnected molecules or ions with the total composition CH5NO2S in a non-equilibrium geometry, computed with ωB97M-V/def2-TZVPD.

Its LUMO energy (spin up / spin down) is -1.9965 / -1.9965 eV. The value obtained for the HOMO-LUMO gap (spin up / spin down) is 7.0 / 7.0 eV. The electronic energy is -644.2976 Eh. The max |F| is 4.85 eV Å⁻¹. The energy above the lowest of the compared OMol25 structures with the same formula, charge and spin comes out at 647.7 kJ/mol. The calculation puts the HOMO energy (spin up / spin down) at -9.0138 / -9.0129 eV. The charge is 0.

Geometry as XYZ:
```
10
Properties=species:S:1:pos:R:3:forces:R:3:mulliken_charge:R:1
C -1.0155 -0.6537 0.5544 -0.7017 4.6613 1.1403 -0.458
N -0.1718 1.5397 -0.7430 0.4783 -2.3887 -0.1444 -0.511
O 1.4250 -0.8845 -0.2532 -1.6838 -1.5320 3.9789 -0.474
O 0.0030 -2.8892 0.5588 0.8019 -1.1781 1.1804 -0.505
S 0.0016 -1.7635 -0.3280 0.2294 1.7038 -2.4513 0.572
H -2.0348 -0.3274 0.2278 1.0511 -0.9988 -0.4954 0.318
H -0.9866 -0.3780 1.6837 0.8594 -1.0159 -1.9511 0.309
H -0.5389 1.9646 0.0633 -0.9104 1.1005 1.4258 0.207
H 1.9396 -0.6097 -0.9638 0.6672 0.1745 -2.6952 0.336
H 0.8544 1.6127 -0.5599 -0.7913 -0.5265 0.0119 0.207
```
Forces are in eV/Å.

=====

2.
2 unconnected molecules or ions with the total composition CH5NO3S2 in a non-equilibrium geometry, computed with ωB97M-V/def2-TZVPD.

Its LUMO energy (spin up / spin down) is 0.4009 / -2.0815 eV. As for the expectation value of S²: 2.011. The multiplicity is 3. The value obtained for the HOMO-LUMO gap (spin up / spin down) is 8.3 / 7.9 eV. The electronic energy is -1117.7531 Eh. The max |F| is 4.13 eV Å⁻¹. The energy above the lowest of the compared OMol25 structures with the same formula, charge and spin comes out at 0.0 kJ/mol. The calculation puts the HOMO energy (spin up / spin down) at -7.9372 / -10.0060 eV. The charge is 0.

Geometry as XYZ:
```
12
Properties=species:S:1:pos:R:3:forces:R:3:lowdin_spin:R:1
C 0.7191 0.6969 -0.0038 -1.1473 1.9094 -3.4772 0.014
N -2.3397 1.8305 0.3280 0.0138 0.8823 -1.4340 0.785
O -1.1602 -0.9806 -0.9491 0.2206 0.6239 -0.6832 0.075
O 1.5102 -2.2172 0.7027 1.8538 3.4032 0.7521 0.001
O -1.7738 0.8032 0.9141 0.8226 -1.9578 2.0202 0.154
S -2.3632 1.9734 -1.2480 -0.3754 0.4868 -0.7691 0.927
S -0.6809 -0.4078 0.2942 -0.1439 -0.0415 1.7521 0.033
H 1.3727 0.9313 0.7862 0.0867 0.1585 1.6466 0.000
H 1.3890 0.3023 -0.7844 -0.5712 -0.2466 -0.0104 0.001
H 0.2719 1.6703 -0.4876 0.9070 -1.6773 1.0417 0.009
H 1.9594 -1.6132 0.0408 -1.0727 -2.0930 0.7345 0.000
H 1.0955 -2.9891 0.4069 -0.5940 -1.4478 -1.5734 0.000
```
Forces are in eV/Å.

=====

3.
A molecular structure, CH5NO4S in a non-equilibrium geometry, computed with ωB97M-V/def2-TZVPD.

Its LUMO energy is 0.2495 eV. The value obtained for the HOMO-LUMO gap is 9.9 eV. The electronic energy is -794.9116 Eh. The max |F| is 2.46 eV Å⁻¹. The energy above the lowest of the compared OMol25 structures with the same formula, charge and spin comes out at 257.7 kJ/mol. The calculation puts the HOMO energy at -9.6510 eV. The charge is 0.

Geometry as XYZ:
```
12
Properties=species:S:1:pos:R:3:forces:R:3:mulliken_charge:R:1
C 0.1112 -1.0554 -0.3613 -0.4014 -0.2125 -0.2167 0.271
N -0.4002 -0.9243 -1.7255 1.7040 -0.1144 -0.1761 -0.603
O 0.6716 2.2624 1.1534 0.7568 1.2662 -0.1905 -0.550
O -0.2826 0.2701 0.3407 0.5561 0.2774 0.4960 -0.325
O 1.7868 0.2166 1.9647 -0.2064 -0.8512 -2.2281 -0.453
O 1.4455 -1.0413 -0.1808 -1.1216 0.7783 -0.1407 -0.614
S 1.1773 0.8509 0.5349 0.0148 -1.4068 2.0194 0.790
H -0.4945 -1.8190 0.2345 0.7788 0.7974 -0.8756 0.271
H 0.2942 -0.4861 -2.3831 -0.5918 -0.7308 1.2424 0.284
H -0.0959 2.5748 1.6550 -0.2140 -1.1194 -0.1331 0.328
H -1.1713 -0.2910 -1.6972 -0.7935 0.1522 -0.0636 0.264
H 1.7224 0.6880 2.7864 -0.4819 1.1638 0.2666 0.339
```
Forces are in eV/Å.

=====

4.
2 unconnected molecules or ions with the total composition CH5NO5, computed with ωB97M-V/def2-TZVPD.

Its LUMO energy is 0.3021 eV. The value obtained for the HOMO-LUMO gap is 10.6 eV. The electronic energy is -471.8174 Eh. The max |F| is 0.90 eV Å⁻¹. The calculation puts the HOMO energy at -10.3069 eV. The charge is 0.

Geometry as XYZ:
```
12
Properties=species:S:1:pos:R:3:forces:R:3:mulliken_charge:R:1
C -0.7027 -1.1159 0.6804 0.7142 0.2959 -0.0435 -0.054
O 0.7552 -0.8584 -0.2162 -0.3123 0.2415 0.2751 -0.269
O 1.9021 -0.7942 0.6467 -0.4260 0.1099 -0.1999 -0.303
O -1.6721 -0.7366 -0.0925 0.0920 0.6700 -0.4040 -0.511
H 2.0127 0.1590 0.8137 -0.0396 -0.1297 -0.0001 0.338
H -1.5789 0.3202 -0.3245 -0.0366 -0.8277 0.1723 0.494
H -0.6393 -2.1889 0.8516 0.0357 0.1051 -0.0681 0.300
H -0.4643 -0.4967 1.5525 0.0938 -0.0446 -0.1217 0.251
N 0.1072 1.4689 -1.0645 0.1219 -0.4012 0.7975 0.390
O -1.1125 1.6102 -0.7396 0.5480 0.1197 -0.2940 -0.559
O 0.7802 2.4218 -1.3620 -0.3303 -0.2330 -0.1268 -0.490
H 0.6125 0.2105 -0.7456 -0.4608 0.0940 0.0132 0.413
```
Forces are in eV/Å.

=====

5.
A single CH5NOP2 molecule in a non-equilibrium geometry, computed with ωB97M-V/def2-TZVPD.

Its LUMO energy is 0.7586 eV. The value obtained for the HOMO-LUMO gap is 10.1 eV. The electronic energy is -853.7688 Eh. The max |F| is 2.91 eV Å⁻¹. The energy above the lowest of the compared OMol25 structures with the same formula, charge and spin comes out at 21.8 kJ/mol. The calculation puts the HOMO energy at -9.3590 eV. Its SMILES is O=CN[PH]#[PH2]. The charge is 0.

Geometry as XYZ:
```
10
Properties=species:S:1:pos:R:3:forces:R:3:mulliken_charge:R:1
O -0.4557 -1.2798 0.7717 -0.7090 -2.2231 -0.7213 -0.464
C 0.4515 -0.5767 1.0749 -2.0771 1.6495 1.0705 -0.028
N 0.3520 0.7652 0.8537 2.8443 0.2027 0.5971 -0.228
P -0.5080 1.4681 -0.4062 0.2804 0.3735 -1.6538 0.012
P -0.3340 -0.0732 -2.1364 0.6692 0.4784 0.4909 -0.118
H 1.2055 -0.8021 1.7794 1.5464 -0.8518 0.6001 0.367
H 1.2180 1.2100 1.1312 -0.1370 0.4444 -0.1378 0.262
H -1.6753 1.0885 0.1627 -1.6426 -0.3816 -0.0817 0.060
H -1.1088 -1.1465 -1.6915 -0.2791 -0.1004 0.2964 0.084
H 0.8547 -0.6536 -1.5393 -0.4956 0.4084 -0.4604 0.051
```
Forces are in eV/Å.

=====

6.
2 unconnected molecules or ions with the total composition CH5NOS in a non-equilibrium geometry, computed with ωB97M-V/def2-TZVPD.

Its LUMO energy is 0.7770 eV. The value obtained for the HOMO-LUMO gap is 10.5 eV. The electronic energy is -569.2481 Eh. The max |F| is 4.46 eV Å⁻¹. The energy above the lowest of the compared OMol25 structures with the same formula, charge and spin comes out at 105.1 kJ/mol. The calculation puts the HOMO energy at -9.7017 eV. Its SMILES is NC=O.S. The charge is 0.

Geometry as XYZ:
```
9
Properties=species:S:1:pos:R:3:forces:R:3:mulliken_charge:R:1
N 0.8511 -0.9309 2.0978 -2.5370 -1.6165 -0.0551 -0.453
C 0.2104 -0.8014 0.8709 3.4748 1.5031 -2.3536 0.140
O -0.1784 -1.6725 0.1362 -1.3397 -0.8501 1.1348 -0.470
H 1.8129 -0.6782 2.2186 0.0945 0.3704 -0.1881 0.255
H 0.5889 -1.8782 2.3830 0.8623 0.2592 0.4986 0.259
H 0.4333 0.1501 0.3291 -0.5572 0.3413 0.9479 0.273
S -1.7211 1.8971 -2.8634 -0.8251 -0.0196 -0.2803 -0.313
H -0.7390 0.9692 -3.0547 0.1540 1.0305 0.6553 0.157
H -1.2581 2.9449 -2.1174 0.6733 -1.0183 -0.3595 0.152
```
Forces are in eV/Å.

=====

7.
2 unconnected molecules or ions with the total composition CH5NOS in a non-equilibrium geometry, computed with ωB97M-V/def2-TZVPD.

Its LUMO energy is 0.8014 eV. The value obtained for the HOMO-LUMO gap is 10.2 eV. The electronic energy is -569.2832 Eh. The max |F| is 1.01 eV Å⁻¹. The energy above the lowest of the compared OMol25 structures with the same formula, charge and spin comes out at 13.1 kJ/mol. The calculation puts the HOMO energy at -9.3925 eV. Its SMILES is NC=O.S. The charge is 0.

Geometry as XYZ:
```
9
Properties=species:S:1:pos:R:3:forces:R:3:mulliken_charge:R:1
N -2.2241 0.1150 0.3306 0.3922 -0.9028 -0.2192 -0.385
C -0.9205 -0.0744 -0.0190 -0.0705 0.3727 0.1804 0.158
O -0.1221 0.8144 -0.1742 0.2828 0.2119 -0.0880 -0.510
H -2.6210 1.0234 0.2284 -0.1339 0.4845 -0.0029 0.245
H -2.8189 -0.6805 0.1907 -0.3149 0.0329 0.1128 0.232
H -0.6336 -1.1294 -0.1111 -0.1005 -0.2130 0.0213 0.270
S 3.7451 -0.1698 -0.0510 -0.8024 0.3543 -0.0545 -0.298
H 2.6602 -0.8010 -0.5399 0.2961 -0.1406 0.0079 0.126
H 2.9347 0.9022 0.1454 0.4510 -0.1999 0.0422 0.162
```
Forces are in eV/Å.

=====

8.
A single CH5NOS2 molecule in a non-equilibrium geometry, computed with ωB97M-V/def2-TZVPD.

Its LUMO energy is 0.4768 eV. The value obtained for the HOMO-LUMO gap is 9.0 eV. The electronic energy is -967.3918 Eh. The max |F| is 5.56 eV Å⁻¹. The energy above the lowest of the compared OMol25 structures with the same formula, charge and spin comes out at 224.8 kJ/mol. The calculation puts the HOMO energy at -8.5192 eV. Its SMILES is CSNSO. The charge is 0.

Geometry as XYZ:
```
10
Properties=species:S:1:pos:R:3:forces:R:3:mulliken_charge:R:1
C -0.9506 1.3234 0.9114 -4.5637 -0.3222 -1.2733 -0.783
S -1.5829 -0.0547 -0.1612 -0.3647 0.4722 0.9013 -0.018
N -0.1525 -0.5479 -0.9212 0.1318 -1.0529 -1.1927 -0.371
S 0.6346 -2.0265 -0.3509 -0.3476 1.3523 -0.4420 0.143
O 2.1627 -1.6256 -0.7866 2.0567 1.7355 2.5151 -0.469
H 0.0076 1.2107 0.7790 5.4356 0.1425 -1.1619 0.261
H -1.0626 1.1029 1.9236 -0.9561 -0.2408 1.7104 0.328
H -1.3712 2.2766 0.5953 0.2278 -0.0827 0.1584 0.268
H -0.3582 -0.6227 -1.9448 0.4255 0.0579 1.2393 0.296
H 2.6731 -1.0363 -0.0446 -2.0452 -2.0619 -2.4546 0.345
```
Forces are in eV/Å.

=====

9.
A molecular structure, CH5NOSi in a non-equilibrium geometry, computed with ωB97M-V/def2-TZVPD.

Its LUMO energy is -0.8429 eV. The value obtained for the HOMO-LUMO gap is 10.3 eV. The electronic energy is -460.4692 Eh. The max |F| is 4.89 eV Å⁻¹. The energy above the lowest of the compared OMol25 structures with the same formula, charge and spin comes out at 243.7 kJ/mol. The calculation puts the HOMO energy at -11.1269 eV. The charge is 0.

Geometry as XYZ:
```
9
Properties=species:S:1:pos:R:3:forces:R:3:mulliken_charge:R:1
C -0.1306 -1.3489 -0.4791 4.5396 -0.3423 1.7891 0.249
N -1.1208 -1.3571 -1.0062 -3.0347 -0.5076 -1.0198 -0.452
O -0.0614 0.8055 0.5738 -0.4561 0.5684 0.3075 -0.284
Si 0.4007 1.2487 1.9451 -1.5042 1.3825 0.9111 0.412
H 0.9016 -1.3360 -0.0587 -1.7100 -0.0710 -0.6334 0.233
H -0.5473 -0.7388 -2.9165 -0.7311 0.7306 -1.2750 -0.192
H -0.9564 -0.3796 -3.4754 0.7748 -0.5117 0.6613 0.163
H 1.7322 1.0611 2.2623 2.0733 -0.4368 0.5962 -0.080
H -0.2180 2.0452 3.1546 0.0484 -0.8121 -1.3370 -0.048
```
Forces are in eV/Å.

=====

10.
3 unconnected molecules or ions with the total composition CH5NOSi in a non-equilibrium geometry, computed with ωB97M-V/def2-TZVPD.

Its LUMO energy is -0.0663 eV. The value obtained for the HOMO-LUMO gap is 10.2 eV. The electronic energy is -460.4909 Eh. The max |F| is 1.49 eV Å⁻¹. The energy above the lowest of the compared OMol25 structures with the same formula, charge and spin comes out at 186.8 kJ/mol. The calculation puts the HOMO energy at -10.2329 eV. Its SMILES is O=[SiH2].[H][H].C#N. The charge is 0.

Geometry as XYZ:
```
9
Properties=species:S:1:pos:R:3:forces:R:3:mulliken_charge:R:1
O -0.7426 -1.2327 1.0991 -0.1516 0.1752 0.4112 -0.414
Si -1.5800 -1.2388 -0.1610 0.0475 -0.6072 -0.2585 0.529
H -1.1830 -0.8951 -1.5067 0.1497 0.4779 -0.3723 -0.036
H -2.8921 -1.8662 -0.2970 -0.4599 -0.0503 0.3687 -0.087
H -0.1254 4.4312 1.4523 0.1740 -1.3909 0.4991 -0.033
H -0.2078 5.0904 1.2150 -0.1741 1.3886 -0.4994 0.033
C 2.2601 -1.4632 -0.5899 -0.2357 0.3369 -0.1402 0.032
N 1.2591 -1.0142 -0.9080 0.2026 -0.0356 -0.2173 -0.318
H 3.2117 -1.8113 -0.3038 0.4474 -0.2945 0.2087 0.294
```
Forces are in eV/Å.

=====

11.
A single CH5NOSi molecule in a non-equilibrium geometry, computed with ωB97M-V/def2-TZVPD.

Its LUMO energy is 1.0459 eV. The value obtained for the HOMO-LUMO gap is 11.5 eV. The electronic energy is -460.5030 Eh. The max |F| is 4.35 eV Å⁻¹. The energy above the lowest of the compared OMol25 structures with the same formula, charge and spin comes out at 154.9 kJ/mol. The calculation puts the HOMO energy at -10.4994 eV. Its SMILES is C=NO[SiH3]. The charge is 0.

Geometry as XYZ:
```
9
Properties=species:S:1:pos:R:3:forces:R:3:mulliken_charge:R:1
C 2.1560 -0.0710 -0.1404 0.8893 -3.6129 -0.8374 -0.239
N 1.2180 0.5812 0.2790 -4.2534 0.5738 0.7035 -0.273
O 0.0863 -0.4262 0.4211 2.3484 1.2602 0.7080 -0.168
Si -1.4823 -0.1163 0.0839 -0.5704 -1.6531 -1.0175 0.358
H 3.0524 0.3201 -0.4557 1.9248 1.5646 -0.1798 0.353
H 2.0715 -1.1559 -0.2629 -0.1115 0.1789 -0.0511 0.277
H -2.0024 -1.5003 0.4017 -0.1132 0.6749 0.1499 -0.107
H -2.1352 0.9089 0.9070 0.0080 0.2804 -0.2181 -0.095
H -1.6331 -0.1215 -1.4345 -0.1221 0.7331 0.7426 -0.107
```
Forces are in eV/Å.

=====

12.
3 unconnected molecules or ions with the total composition CH5NP2 in a non-equilibrium geometry, computed with ωB97M-V/def2-TZVPD.

Its LUMO energy is -0.8018 eV. The value obtained for the HOMO-LUMO gap is 6.4 eV. The electronic energy is -778.4412 Eh. The max |F| is 2.79 eV Å⁻¹. The energy above the lowest of the compared OMol25 structures with the same formula, charge and spin comes out at 190.8 kJ/mol. The calculation puts the HOMO energy at -7.1591 eV. The charge is 0.

Geometry as XYZ:
```
9
Properties=species:S:1:pos:R:3:forces:R:3:mulliken_charge:R:1
C -0.6297 -0.1093 -1.3082 -1.5121 -0.8352 1.8178 -0.834
N 0.4301 -1.2074 0.6692 -0.7589 -1.1983 1.3848 0.113
P -0.3039 -2.4362 1.2250 0.4506 -0.1378 0.1194 -0.070
P 0.7553 0.1488 -0.0512 0.1617 1.1885 -1.4352 0.003
H -1.6746 0.2167 -0.9590 1.5629 -0.0651 -0.3089 0.261
H -0.6520 -1.2058 -1.1978 -0.2931 0.4029 -0.9838 0.170
H -0.4739 0.1917 -2.3132 0.3391 0.4212 -0.8242 0.362
H 1.1919 1.8353 2.1584 0.5503 2.4869 -1.1445 -0.065
H 1.3569 2.5663 1.7767 -0.5005 -2.2632 1.3746 0.060
```
Forces are in eV/Å.